The following is a quantum chemistry calculation of the molecule C23H19ClN2O5 at a distorted geometry, from the OMol25 dataset.

```
! wB97M-V def2-TZVPD RIJCOSX def2/J DEFGRID3
* xyz 0 1
O -6.99 5.70 1.61
O -1.50 0.41 0.71
O 1.98 1.61 2.17
Cl 6.45 -5.30 0.12
O -7.12 4.57 -0.38
O 0.06 1.02 3.88
C -6.51 4.93 0.77
C -1.21 0.92 1.80
C 6.21 -3.11 -1.50
C -4.62 3.34 0.19
C -4.58 4.40 2.35
C 4.74 -3.18 0.44
C 2.03 -2.28 1.23
C -3.41 2.64 0.50
C -3.42 3.72 2.66
C 5.74 -1.83 -1.84
C 0.89 -1.74 1.81
C 5.76 -3.75 -0.32
C -5.23 4.22 1.08
C 4.21 -1.94 0.07
C 3.08 -1.41 0.86
C -2.86 2.82 1.76
C 4.65 -1.31 -1.12
C 3.02 -0.08 1.29
C 0.87 -0.36 2.14
N -1.78 2.08 2.27
N 1.94 0.43 1.89
C -0.33 0.18 2.81
C 2.54 -0.03 -2.10
C 3.72 0.17 -3.07
C 4.00 -0.03 -1.59
H -7.90 5.12 -0.37
H 0.95 1.39 3.70
H 7.04 -3.55 -2.07
H -5.11 3.14 -0.78
H -4.98 5.11 3.06
H 4.39 -3.67 1.35
H 2.08 -3.36 0.97
H -2.99 1.94 -0.22
H -3.09 3.79 3.67
H 6.07 -1.27 -2.72
H 0.04 -2.40 2.04
H 3.87 0.60 1.13
H -1.53 2.25 3.22
H -0.93 -0.66 3.21
H 1.92 0.85 -1.85
H 2.06 -1.00 -2.18
H 3.95 -0.67 -3.74
H 3.94 1.17 -3.42
H 4.31 0.88 -1.01
*
```

energy relative to the best compared isomer or geometry (same formula, charge and spin) = 63.5 kcal per mole
DFT total energy = -1833.7085 a.u.
Kohn-Sham gap = 8.7748 eV
structure (SMILES) = O=C(O)c1ccc(NC(=O)[C@H](O)c2ccc(-c3cc(Cl)ccc3C3CC3)c[n+]2[O-])cc1

Taken from the Löwdin analysis, the atomic charges in e are: 0.08, 0.07, -0.03, 0.65, 0.12, -0.02, -0.46, -0.36, -0.09, 0.00, 0.00, -0.06, -0.01, 0.02, -0.02, -0.02, 0.03, -0.64, -0.13, -0.13, -0.14, -0.21, -0.14, 0.06, -0.12, 0.15, -0.21, -0.22, -0.08, -0.12, -0.26, 0.12, 0.09, 0.11, 0.12, 0.12, 0.12, 0.14, 0.10, 0.11, 0.12, 0.14, 0.16, 0.12, 0.17, 0.11, 0.11, 0.11, 0.10, 0.15

The following is a quantum chemistry calculation of a structure of composition C23H19F4N3NiO2S5 at a distorted geometry, from the OMol25 dataset.

```
! wB97M-V def2-TZVPD RIJCOSX def2/J DEFGRID3
* xyz -2 1
Ni -0.59 0.02 -0.01
C 3.74 1.06 1.38
C 2.25 0.75 1.30
N 1.79 0.05 0.10
C 2.42 -1.26 -0.06
C 2.05 -2.22 1.05
C 1.93 0.85 -1.12
C 1.15 2.15 -1.01
N -0.18 1.91 -0.46
C -1.07 2.90 -0.49
C -2.43 2.60 -0.24
F -2.79 1.31 -0.03
C -3.42 3.55 -0.23
F -4.69 3.13 0.00
C -3.19 4.90 -0.48
C -1.87 5.22 -0.73
F -1.53 6.52 -0.96
C -0.86 4.28 -0.73
F 0.40 4.79 -0.95
H 3.93 1.67 2.27
H 4.10 1.62 0.52
H 4.35 0.16 1.48
H 1.67 1.67 1.38
H 1.94 0.16 2.17
H 3.52 -1.16 -0.13
H 2.07 -1.67 -1.01
H 2.44 -1.91 2.02
H 2.46 -3.21 0.83
H 0.96 -2.31 1.13
H 1.54 0.25 -1.94
H 2.99 1.08 -1.34
H 1.11 2.58 -2.02
H 1.73 2.86 -0.41
H -3.98 5.63 -0.47
S -2.25 -3.77 5.97
C -1.97 -2.85 4.58
S -1.40 -1.25 4.59
C -1.32 -0.96 2.88
C -1.70 -2.01 2.12
S -1.71 -1.96 0.37
S -2.16 -3.43 2.99
S -0.79 0.58 2.26
O -2.11 1.21 -2.78
C -1.62 0.11 -2.86
N -0.71 -0.49 -2.01
C -0.33 -1.71 -2.54
O 0.54 -2.46 -2.14
C -1.13 -1.96 -3.79
C -1.17 -3.04 -4.65
C -2.04 -2.96 -5.74
C -2.83 -1.83 -5.94
C -2.78 -0.75 -5.06
C -1.92 -0.85 -3.99
H -0.54 -3.90 -4.48
H -2.11 -3.79 -6.43
H -3.51 -1.80 -6.79
H -3.39 0.14 -5.19
*
```

energy relative to the best compared isomer or geometry (same formula, charge and spin) = 0.4 kcal per mole
DFT total energy = -5101.4444 a.u.
Kohn-Sham gap = 5.6549 eV

Taken from the Löwdin analysis, the atomic charges in e are: 0.11, -0.09, -0.29, -0.20, -0.26, -0.07, -0.20, -0.21, -0.04, -0.20, -0.18, 0.03, -0.22, 0.05, 0.01, -0.24, 0.03, -0.13, 0.03, 0.07, 0.06, 0.06, 0.08, 0.07, 0.10, 0.08, 0.06, 0.07, 0.04, 0.10, 0.11, 0.12, 0.10, 0.11, 0.34, -1.55, 0.87, -1.13, -1.14, 0.62, 0.88, 0.64, 0.09, -0.41, 0.07, -0.47, 0.04, -0.09, -0.02, -0.10, -0.10, -0.01, -0.09, 0.11, 0.09, 0.09, 0.11

The following is a quantum chemistry calculation of the molecule C23H19FN2O3, from the OMol25 dataset.

```
! wB97M-V def2-TZVPD RIJCOSX def2/J DEFGRID3
* xyz 0 1
C -5.73 -1.61 1.30
H -5.89 -0.69 1.86
H -6.64 -2.19 1.31
H -4.94 -2.17 1.78
C -5.33 -1.28 -0.14
N -4.12 -0.50 -0.20
C -4.04 0.87 -0.15
C -5.05 1.81 -0.10
C -4.70 3.15 -0.07
C -3.36 3.54 -0.08
C -2.34 2.61 -0.13
C -2.68 1.26 -0.16
C -1.91 0.05 -0.20
C -0.55 -0.21 -0.22
C -0.12 -1.53 -0.25
C -1.05 -2.58 -0.25
C -2.41 -2.33 -0.23
C -2.84 -1.01 -0.21
H -3.10 -3.16 -0.23
H -0.68 -3.59 -0.27
N 1.26 -1.75 -0.28
C 1.94 -2.92 -0.28
O 1.47 -4.03 -0.25
C 3.47 -2.74 -0.34
H 3.84 -3.24 -1.24
H 3.92 -3.23 0.53
O 3.84 -1.37 -0.37
C 5.02 -1.04 0.17
O 5.78 -1.83 0.66
C 5.29 0.42 0.09
C 4.33 1.40 -0.15
C 4.65 2.74 -0.22
C 5.96 3.13 -0.04
C 6.94 2.19 0.21
C 6.61 0.85 0.28
H 7.36 0.09 0.48
H 7.97 2.49 0.35
H 6.22 4.18 -0.10
H 3.86 3.46 -0.40
F 3.03 1.05 -0.30
H 1.82 -0.91 -0.32
H 0.17 0.60 -0.22
H -1.31 2.91 -0.14
H -3.12 4.60 -0.05
H -5.47 3.90 -0.03
H -6.09 1.53 -0.08
H -5.17 -2.20 -0.71
H -6.12 -0.72 -0.64
*
```

DFT total energy = -1323.0236 a.u.
Kohn-Sham gap = 7.6421 eV
structure (SMILES) = CCn1c2ccccc2c2cc(NC(=O)COC(=O)c3ccccc3F)ccc21

Taken from the Löwdin analysis, the atomic charges in e are: -0.06, 0.07, 0.07, 0.07, -0.19, -0.02, -0.16, -0.02, -0.09, -0.10, -0.02, -0.10, -0.10, 0.05, -0.21, 0.00, 0.00, -0.16, 0.11, 0.10, 0.14, -0.44, 0.07, -0.04, 0.15, 0.14, 0.00, -0.43, 0.13, -0.05, -0.20, 0.00, -0.06, -0.07, 0.00, 0.12, 0.11, 0.11, 0.12, 0.07, 0.12, 0.12, 0.11, 0.10, 0.10, 0.10, 0.12, 0.12

The following is a quantum chemistry calculation of the molecule C23H19N3O2S, from the OMol25 dataset.

```
! wB97M-V def2-TZVPD RIJCOSX def2/J DEFGRID3
* xyz 0 1
C -4.95 -0.62 1.61
N -5.63 -0.01 0.50
C -5.02 0.62 -0.53
O -5.63 1.04 -1.50
C -3.54 0.81 -0.42
C -2.69 0.21 -1.34
C -1.33 0.43 -1.30
C -0.79 1.29 -0.35
C -1.64 1.92 0.56
C -3.00 1.69 0.52
H -3.65 2.19 1.23
H -1.23 2.60 1.30
N 0.58 1.54 -0.23
C 1.61 0.89 -0.85
O 1.49 0.07 -1.73
C 2.94 1.31 -0.30
C 3.28 2.66 -0.28
C 4.54 3.07 0.14
C 5.47 2.13 0.55
C 5.14 0.78 0.54
C 3.88 0.37 0.12
S 3.58 -1.38 0.11
C 1.89 -1.49 0.64
C 1.41 -0.67 1.66
C 0.09 -0.79 2.07
C -0.75 -1.72 1.48
C -0.27 -2.55 0.48
C 1.05 -2.44 0.06
C 1.53 -3.29 -0.96
N 1.89 -4.01 -1.78
H -0.91 -3.28 0.02
H -1.77 -1.81 1.81
H -0.28 -0.15 2.86
H 2.07 0.05 2.12
H 5.86 0.04 0.86
H 6.45 2.44 0.87
H 4.78 4.12 0.15
H 2.56 3.39 -0.62
H 0.83 2.20 0.49
H -0.68 -0.05 -2.01
H -3.11 -0.45 -2.09
C -7.06 -0.18 0.48
H -7.45 0.31 -0.41
H -7.32 -1.24 0.44
H -7.50 0.26 1.37
H -5.24 -1.68 1.69
H -3.87 -0.56 1.47
H -5.22 -0.12 2.55
*
```

energy relative to the best compared isomer or geometry (same formula, charge and spin) = 0.0 kcal per mole
DFT total energy = -1600.8220 a.u.
Kohn-Sham gap = 8.5726 eV
structure (SMILES) = CN(C)C(=O)c1ccc(NC(=O)c2ccccc2Sc2ccccc2C#N)cc1

Taken from the Löwdin analysis, the atomic charges in e are: -0.05, -0.15, -0.44, 0.07, -0.16, 0.00, 0.01, -0.22, -0.02, -0.03, 0.12, 0.11, 0.14, -0.45, 0.10, -0.15, -0.03, -0.07, -0.07, -0.10, -0.45, 1.07, -0.47, -0.09, -0.07, -0.07, -0.01, -0.25, -0.22, 0.18, 0.12, 0.10, 0.11, 0.12, 0.10, 0.11, 0.11, 0.12, 0.14, 0.11, 0.13, -0.04, 0.09, 0.09, 0.09, 0.09, 0.06, 0.10

The following is a quantum chemistry calculation of a structure of composition C23H19N6O4RuS2, from the OMol25 dataset.

```
! wB97M-V def2-TZVPD RIJCOSX def2/J DEFGRID3
* xyz 1 5
Ru 0.49 0.68 0.77
O -0.35 4.54 0.15
C 0.18 3.46 0.29
N -0.23 2.45 1.11
C -1.46 2.58 1.87
C -1.94 1.22 2.26
C -3.19 1.00 2.82
C -3.57 -0.28 3.16
C -2.70 -1.34 2.94
C -1.47 -1.06 2.39
N -1.10 0.19 2.06
C 1.41 3.03 -0.59
C 2.27 4.21 -0.90
C 3.54 4.31 -0.42
C 4.07 3.27 0.35
C 3.28 2.11 0.60
N 2.08 1.94 0.14
H -2.21 3.12 1.29
H -1.28 3.17 2.78
H -3.86 1.84 2.97
H -4.55 -0.46 3.58
H -2.96 -2.35 3.18
H -0.75 -1.84 2.17
H 1.82 4.99 -1.50
H 4.14 5.18 -0.64
H 5.06 3.31 0.77
H 3.70 1.31 1.19
O -0.96 -3.84 -2.13
C -1.86 -2.90 -2.49
C -2.86 -3.30 -3.37
C -3.81 -2.40 -3.80
C -3.79 -1.08 -3.37
C -2.81 -0.68 -2.49
C -1.83 -1.57 -2.04
C -0.80 -1.08 -1.10
O -0.87 0.15 -0.72
N 0.13 -1.91 -0.69
N 1.03 -1.28 0.18
C 2.03 -2.00 0.52
S 2.22 -3.64 -0.01
C 3.86 -3.86 0.75
C 3.90 -3.04 2.03
S 3.25 -1.39 1.62
H -0.31 -3.42 -1.53
H -2.86 -4.33 -3.71
H -4.58 -2.73 -4.49
H -4.53 -0.37 -3.71
H -2.76 0.34 -2.14
H 4.62 -3.54 0.05
H 3.99 -4.92 0.96
H 4.92 -2.90 2.39
H 3.29 -3.48 2.81
O -0.23 3.25 -3.72
C 0.31 2.91 -2.76
N 0.88 2.44 -1.80
*
```

DFT total energy = -2408.3938 a.u.
Kohn-Sham gap (alpha / beta) = 7.7595 / 5.3404 eV
<S²> = 6.044

Taken from the Löwdin analysis, the atomic charges in e are: 1.47, 0.13, -0.44, -0.13, -0.12, -0.23, 0.01, -0.02, -0.03, -0.09, -0.03, -0.40, 0.06, -0.04, 0.00, -0.11, -0.02, 0.14, 0.15, 0.13, 0.12, 0.12, 0.11, 0.14, 0.12, 0.12, 0.07, 0.06, -0.26, 0.00, -0.06, -0.08, -0.03, -0.09, -0.41, -0.16, 0.01, -0.23, -0.92, 1.00, -0.50, -0.49, 0.93, 0.04, 0.12, 0.11, 0.10, 0.11, 0.09, 0.09, 0.09, 0.09, 0.22, -0.27, 0.20